# 1
{"formula": "C4H8N2", "method": "ωB97M-V/def2-TZVPD", "species": ["H", "H", "H", "H", "C", "H", "H", "H", "N", "H", "C", "C", "C", "N"], "xyz": [[0.2128, 2.2922, -1.9159], [-0.9071, 1.1809, 0.5586], [1.7711, 0.8158, -0.5924], [0.1086, -0.3852, 1.9878], [-0.2051, 1.4993, -1.3044], [-1.1962, -1.9686, -0.0767], [1.1704, -1.3924, 0.9574], [-1.0998, 1.0244, -1.7093], [-0.7254, -1.0959, 0.1384], [-0.1017, -2.1763, 1.8513], [0.7055, 0.6044, -0.5492], [0.2144, -0.7744, -0.8170], [0.1451, -1.2535, 1.3306], [-0.0926, 1.6294, 0.1407]], "forces_ev_per_a": [[-0.0328, -0.0490, 0.1215], [0.1088, 0.0668, -0.0024], [-0.1808, -0.1239, -0.1671], [-0.0557, -0.1416, -0.0073], [-0.1415, 0.2305, -0.2725], [0.1769, 0.0748, 0.0135], [0.0125, -0.0219, 0.5787], [0.0696, 0.1589, 0.0809], [0.3288, -0.2764, -0.4956], [-0.1998, 0.1439, 0.0849], [0.2305, -0.2295, -0.2021], [-0.5039, 0.3137, -0.3175], [0.3032, -0.0338, 0.3676], [-0.1159, -0.1125, 0.2175]], "homo_energy_ev": -8.116, "total_charge": 0, "orbital_gap_ev": 8.780, "lumo_energy_ev": 0.6643}

# 2
{"formula": "C11H23ClNO2Si", "method": "ωB97M-V/def2-TZVPD", "species": ["H", "H", "H", "H", "H", "H", "H", "C", "H", "C", "H", "H", "H", "H", "N", "H", "H", "O", "C", "C", "C", "C", "H", "H", "Si", "Cl", "C", "H", "O", "C", "H", "C", "H", "C", "H", "H", "H", "H", "C"], "xyz": [[4.2491, 0.0789, 4.2338], [2.3887, 1.7986, 7.9019], [4.6908, 3.8553, 6.4011], [5.5160, 0.8719, 5.2016], [-0.3632, 1.8466, 3.6257], [-2.2978, -0.5361, 1.6484], [2.4940, 5.1956, 2.6770], [0.3790, 2.2257, 2.9026], [-0.9018, 3.5789, 1.7903], [3.0545, 1.1739, 7.2863], [0.7564, -1.6248, 2.6985], [3.8164, 4.3195, 4.9280], [2.6153, 0.1682, 7.2095], [1.3879, 3.1779, 0.7050], [-0.3318, 0.0510, 2.0514], [-1.6933, 0.7893, 0.6175], [0.3603, 1.5735, 0.8513], [2.5709, 3.2344, 3.3326], [2.4653, 4.2156, 2.1955], [1.2049, 3.9780, 1.4260], [1.6364, 2.3863, 3.6600], [4.6212, 1.0507, 4.5882], [-2.0976, 1.1159, 2.3137], [3.3682, 4.0548, 1.6066], [3.3697, 1.9501, 5.6180], [2.2997, 0.6423, 1.7636], [-1.6743, 0.3613, 1.6321], [4.0183, 1.0893, 7.8120], [1.8291, 1.7254, 4.7642], [0.0915, -1.3198, 1.8803], [-0.0466, 4.3150, 3.1626], [0.5719, 1.1563, 1.8500], [4.9268, 1.6373, 3.7115], [3.7305, 3.7641, 5.8698], [2.9558, 4.2464, 6.4800], [0.6219, -1.4868, 0.9269], [-0.8187, -1.9344, 1.9094], [0.9675, 4.8787, 0.8605], [0.0505, 3.5972, 2.3356]], "forces_ev_per_a": [[0.0943, 0.2261, 0.1661], [0.2023, -0.1967, -0.2101], [-0.2912, -0.0495, -0.0466], [-0.1864, 0.0234, -0.1570], [0.2372, 0.2352, -0.3330], [0.1122, 0.2873, 0.0985], [0.0454, -0.2155, 0.0850], [-0.3219, 0.4119, 1.2327], [0.2616, -0.0597, 0.1284], [-0.1404, -0.0869, -0.1906], [-0.1870, -0.0273, -0.2206], [0.1204, -0.1302, 0.3988], [0.1640, 0.2675, 0.0487], [-0.0852, 0.2442, -0.0767], [0.3432, -0.1181, 0.8518], [-0.1339, -0.0811, -0.0676], [0.1711, 0.1209, 0.1747], [-0.8911, -0.4207, -0.1287], [-0.0438, -0.4121, 0.5213], [-0.1510, 0.2604, -0.6254], [1.3183, 0.1661, 1.6894], [0.0816, -0.0339, -0.1928], [-0.1974, -0.2093, -0.2171], [-0.0735, -0.0070, 0.1651], [0.5629, -0.1255, 1.0645], [-0.2276, -0.1963, -0.1599], [-0.1101, 0.6389, -0.0413], [-0.2675, 0.0037, -0.1133], [-0.2151, 1.3015, -1.9331], [0.3630, -0.3180, -0.2546], [-0.1210, -0.0694, -0.2213], [-0.6399, -1.5073, -1.4155], [-0.0472, -0.1360, 0.1969], [-0.0060, 0.1572, -0.2217], [0.1816, -0.1114, -0.0431], [-0.2417, -0.1506, 0.1768], [0.5016, 0.0654, 0.0043], [0.0787, 0.0235, -0.0392], [-0.2606, 0.2293, -0.0939]], "homo_energy_ev": -11.681, "total_charge": 1, "orbital_gap_ev": 8.363, "lumo_energy_ev": -3.3181}

# 3
{"formula": "C7H26NO5", "method": "ωB97M-V/def2-TZVPD", "species": ["H", "H", "H", "N", "H", "O", "H", "C", "C", "C", "H", "O", "H", "O", "C", "H", "H", "O", "H", "H", "H", "H", "C", "O", "H", "H", "H", "C", "H", "C", "H", "H", "H", "H", "H", "H", "H", "H", "H"], "xyz": [[0.0957, -1.6901, -0.2509], [2.8054, 0.9303, -0.5829], [2.1694, -2.1019, 3.1799], [0.3713, -0.9031, 0.3511], [-2.1753, 3.6505, -1.1943], [1.4359, -1.4959, 3.0401], [-2.1500, -3.2537, -0.3740], [0.6853, 1.5451, -3.1235], [-2.1971, 2.6579, -0.7801], [-1.2604, 0.2933, -1.0859], [-0.4771, 3.3031, -2.5238], [2.8425, 0.7994, 0.3679], [1.2935, -0.5516, 0.0828], [1.6189, 1.1223, 3.6643], [-0.8202, 0.0505, 0.3605], [3.7024, 0.9282, 0.7718], [1.0308, -4.1241, -0.4720], [-1.2045, -3.3159, -0.5223], [0.5420, -1.1915, 1.3204], [2.2448, -3.3425, -0.6833], [-2.6990, 0.0961, 1.4727], [-2.2162, -1.5504, 0.9851], [-0.2617, 2.2780, -2.2367], [1.3025, -3.3013, -0.9012], [2.3199, 1.7690, 3.7085], [0.6677, 1.8904, -4.1633], [1.5183, -0.5435, 3.2544], [-1.8600, -0.5645, 1.2569], [-1.1382, -3.6359, -1.4319], [-1.2137, 1.7596, -1.4483], [-1.9858, 2.8095, 0.2864], [1.7338, 1.7657, -2.8735], [-0.3754, 0.9239, 0.8393], [0.5411, 0.4710, -3.1673], [-2.3099, 0.0194, -1.1486], [-3.2288, 2.3017, -0.6955], [0.8817, 1.1991, 4.2673], [-1.4694, -0.6640, 2.2717], [-0.7600, -0.3339, -1.8219]], "forces_ev_per_a": [[0.4729, -0.4322, 0.4667], [0.8739, 0.3899, 0.0540], [0.1860, 0.8567, 0.3271], [-0.7615, -0.1472, 0.0539], [-0.1490, 0.3243, -0.3481], [-1.3357, -0.3461, -0.8613], [-0.2734, -0.1084, 0.1084], [1.0408, 0.2690, -0.2503], [-0.3909, 0.0537, 1.2063], [-0.8116, 0.7792, 0.1003], [0.6102, 0.2459, 0.2402], [-1.1821, -0.5017, 0.3809], [-0.2768, 0.5431, -0.3009], [-0.2338, -1.1294, -1.0214], [1.3424, -0.3376, -0.1510], [0.2440, 0.1014, -0.6637], [-0.5905, 0.1200, -0.1057], [-0.2271, 0.0831, -0.2659], [0.0908, -0.6909, 0.2230], [0.0858, 0.3846, -0.4299], [-0.1738, 0.1106, -0.7336], [-0.0527, 0.0335, -0.4034], [-1.6662, -0.1428, -0.9451], [0.9764, -0.5537, 0.4532], [-0.3109, 0.4410, 0.6124], [-0.4963, 0.1028, 0.1557], [1.2164, -0.5482, 0.3168], [-0.1498, 0.2830, 1.4831], [0.1226, 0.0269, 0.0638], [1.0538, -0.2363, -0.0781], [0.4658, -0.0991, 0.0303], [-0.0823, -0.2486, 0.2680], [-0.4822, 0.3579, -0.2058], [0.0394, -0.1579, 0.2041], [-0.2410, -0.2478, -0.0109], [0.0510, -0.1969, -0.7288], [0.3144, 0.8604, 0.5235], [0.4026, -0.2617, 0.0242], [0.2982, 0.0194, 0.2080]], "homo_energy_ev": -11.805, "total_charge": 1, "orbital_gap_ev": 9.250, "lumo_energy_ev": -2.5548}

# 4
{"formula": "C53H54N2NiP3Si2", "method": "ωB97M-V/def2-TZVPD", "species": ["C", "C", "H", "C", "C", "H", "H", "P", "C", "H", "H", "H", "H", "C", "H", "C", "H", "C", "C", "C", "H", "H", "Si", "H", "H", "N", "H", "H", "P", "C", "H", "C", "C", "H", "C", "C", "C", "C", "H", "H", "C", "H", "C", "C", "H", "C", "P", "Ni", "H", "C", "C", "H", "C", "H", "H", "H", "H", "C", "H", "H", "H", "C", "C", "H", "C", "H", "C", "N", "C", "C", "H", "C", "H", "H", "C", "C", "C", "H", "H", "C", "C", "C", "H", "C", "H", "H", "C", "H", "H", "C", "Si", "C", "C", "C", "C", "C", "H", "C", "H", "C", "H", "H", "C", "C", "H", "C", "C", "H", "H", "H", "C", "H", "H", "H", "H"], "xyz": [[2.9467, 2.0223, 2.1603], [0.0756, -2.2253, 0.8308], [2.6698, -3.0453, 1.0808], [0.1487, -3.0536, 1.9910], [0.1890, -2.8569, -0.3855], [0.9258, 2.0232, -5.0250], [0.1698, -2.2670, -1.2958], [-1.5734, 1.4772, -0.2912], [-2.6735, 2.4329, 0.8388], [3.2072, 2.9017, -5.4674], [4.0866, 2.6830, -1.2939], [0.9256, 2.9703, 6.2438], [2.3066, -1.3969, 4.4042], [-4.8374, 3.2803, 1.4982], [-4.0940, -2.1416, 1.4742], [-0.0290, 1.6943, 0.2301], [-5.0606, 0.3308, 2.9424], [1.6241, 2.1741, -4.2114], [-3.4579, -2.4991, 0.6657], [1.2395, 1.8708, -2.9155], [-3.5552, -0.5339, 6.8625], [0.4377, -4.7095, -1.4704], [-3.1763, -1.1938, -0.6684], [0.4593, -5.1621, 5.2388], [4.2692, 4.7750, 3.6207], [1.9544, -0.0435, 0.0177], [2.7801, 0.9662, 2.3508], [-4.4623, 2.2577, -0.3397], [-0.2602, -0.6560, 3.1337], [-1.9076, -0.4449, 3.9004], [-1.0689, 2.8242, 2.1725], [2.5350, 2.5620, 0.9472], [0.1858, -3.1838, 4.4193], [-4.9249, 4.2724, 3.4033], [0.3548, -4.2566, -0.4878], [0.4299, -5.1944, 3.1097], [-2.1356, 2.9476, 2.0137], [-2.6739, 3.3305, -4.3884], [-2.9111, 3.7617, -5.3526], [-0.5059, 1.8235, 4.6110], [0.3689, -4.5794, 4.3309], [5.8230, -0.6627, 0.1567], [-2.0617, 2.2217, -1.8986], [-2.2697, 1.4089, -3.0078], [4.4151, -2.8044, 1.2175], [3.7826, 4.1584, 2.8748], [1.5581, 1.4959, -0.1821], [-0.0361, -0.3016, 0.9293], [4.9824, 0.6903, 0.9163], [2.0004, -0.4414, 4.8092], [3.3676, 4.7126, 1.6718], [-2.7368, 1.3030, -5.0954], [-4.2953, 3.7632, 2.6833], [-5.2399, 0.1205, -0.1157], [2.4036, 4.3727, -0.2041], [-4.8487, 0.2937, -1.8312], [-2.4814, -1.6254, -3.0932], [3.4488, -2.2971, 1.2210], [-5.4456, 0.0610, 5.3785], [-2.0013, 4.2502, -1.2022], [3.3062, -1.8507, 2.2073], [0.4223, -5.0459, 0.6263], [-4.2452, 0.0643, 3.6034], [2.5947, -2.4512, -1.9436], [-4.0288, 2.6206, 0.5853], [-3.6796, -2.7710, -2.5026], [2.8995, 2.6631, -4.4567], [-1.9689, -0.0794, -0.2362], [-3.3948, -0.4176, 5.7979], [-2.5750, 1.9540, -4.2452], [0.2500, 1.4691, -2.7279], [0.4211, 1.3626, 4.9301], [0.1410, -2.7108, 5.3930], [-2.5400, 5.2286, -3.3940], [4.9848, 0.0309, 0.0501], [-2.9416, 3.5985, 2.9353], [0.0723, -2.4414, 3.2746], [4.7819, 3.2086, -3.5819], [-3.9394, -3.3749, 0.2245], [-2.9729, -0.1193, 3.0736], [-2.1296, -0.5966, 5.2697], [-4.4560, -0.0834, 4.9622], [-5.8897, 3.4209, 1.2819], [2.8108, 0.2104, 5.7284], [-5.5878, -1.1948, -1.2357], [5.1761, 0.6371, -0.8349], [1.2286, 2.0088, 5.8495], [-2.1768, 0.3358, -2.8921], [4.3618, -2.4497, -1.8844], [0.3274, -4.4534, 1.9099], [3.3800, -0.9671, -0.1109], [3.7806, 2.8382, -3.3990], [2.7449, 3.9191, 0.7192], [2.1022, 2.0630, -1.8420], [-4.8696, -0.4077, -0.9949], [2.4220, 1.4303, 6.2588], [0.5683, -6.2683, 3.0478], [3.4728, -1.8235, -1.7905], [3.5218, 5.7666, 1.4743], [-2.4662, 4.1534, -3.2893], [-1.3041, -0.8362, 5.9289], [3.7480, -0.2420, 6.0281], [-2.7859, -2.2086, -2.2221], [-2.1652, 3.6013, -2.0550], [-2.8041, -0.0250, 2.0084], [3.3854, 2.5398, -2.1046], [3.5647, 2.8093, 3.1174], [3.8744, 2.3652, 4.0540], [3.4944, -1.0777, -2.5882], [-2.5139, -2.8270, 1.1025], [0.7894, 0.1206, 4.4118], [-2.5108, 3.9816, 3.8532], [3.0539, 1.9388, 6.9763], [-1.9969, -2.9295, -2.0116], [0.5574, -6.1180, 0.5437]], "forces_ev_per_a": [[0.0398, -0.1765, -0.0238], [0.0189, -0.0583, 0.0955], [-0.0263, -0.0378, -0.0254], [-0.0091, 0.1807, 0.1387], [-0.0100, 0.0649, 0.1093], [-0.0097, 0.0060, -0.0281], [-0.0074, 0.0231, -0.0018], [-0.4120, -0.3172, 0.0776], [0.0965, -0.0144, 0.0099], [0.0081, 0.0013, -0.0074], [0.0123, 0.0046, 0.0662], [0.0120, 0.0215, 0.0089], [0.0160, -0.0310, -0.0170], [-0.0073, 0.0323, 0.0629], [-0.0590, 0.0530, 0.0746], [0.0362, 0.3919, 0.0988], [-0.0216, 0.0046, 0.0100], [0.0352, 0.0073, -0.0234], [0.0560, 0.0979, -0.0906], [-0.1998, -0.0873, 0.0700], [-0.0142, -0.0022, 0.0131], [0.0042, -0.0031, -0.0023], [0.0489, -0.0409, 0.0114], [0.0021, -0.0269, 0.0160], [0.0039, 0.0107, 0.0087], [0.0585, 0.1689, 0.2005], [-0.0085, 0.0546, -0.0261], [0.0359, -0.0144, 0.0035], [-0.0103, 0.2662, -0.0089], [0.0214, -0.0694, 0.0351], [0.0111, -0.0112, 0.0078], [-0.0168, -0.0413, 0.0165], [-0.0184, 0.0459, -0.0428], [-0.0073, 0.0001, -0.0080], [-0.0107, -0.0252, -0.0350], [-0.0016, -0.0505, 0.0794], [0.0314, -0.0369, -0.0196], [-0.0010, -0.0154, -0.0276], [-0.0065, 0.0119, -0.0239], [-0.0270, 0.0045, -0.0066], [0.0083, -0.0168, -0.0264], [0.0407, -0.0324, -0.0007], [0.0762, -0.0147, -0.0332], [-0.0120, -0.0921, 0.1276], [0.0856, -0.0171, -0.0190], [-0.0012, -0.0201, 0.0241], [0.1735, -0.1850, 0.0465], [0.1877, -0.3822, -0.6500], [-0.0026, 0.0535, 0.0896], [-0.0526, 0.0267, -0.0161], [-0.0092, -0.0010, -0.0272], [0.0002, -0.0025, -0.0250], [-0.0557, -0.0014, -0.0003], [-0.0130, 0.0187, 0.0619], [-0.0128, -0.0327, -0.0298], [0.0182, 0.0546, -0.0402], [-0.0056, -0.0065, 0.0208], [-0.0254, 0.1401, -0.0671], [-0.0056, 0.0106, 0.0015], [0.0023, -0.0136, 0.0255], [-0.0115, 0.0220, 0.0881], [-0.0053, 0.0007, 0.0530], [0.0230, 0.0012, -0.0664], [-0.0497, -0.0442, 0.0046], [-0.0459, -0.0379, -0.0826], [-0.0621, -0.0524, -0.0206], [-0.0216, -0.0038, -0.0288], [-0.0792, 0.0910, -0.0661], [-0.0330, 0.0002, 0.0192], [-0.0228, 0.0507, -0.0617], [0.1050, 0.0529, -0.0209], [0.0318, -0.0122, -0.0432], [-0.0162, 0.0079, 0.0203], [-0.0003, 0.0159, -0.0120], [-0.1074, -0.1444, -0.0237], [0.0025, 0.0385, 0.0656], [-0.0877, -0.0463, -0.1477], [0.0101, 0.0069, -0.0060], [-0.0476, -0.0366, -0.0327], [-0.0722, -0.0502, -0.0192], [0.0380, 0.0208, 0.0096], [-0.0561, 0.0011, 0.0551], [-0.0171, 0.0044, 0.0128], [0.0284, -0.0210, 0.0187], [-0.0520, -0.0468, -0.0303], [-0.0203, 0.0594, -0.0820], [-0.0225, 0.0263, 0.0240], [0.0015, 0.0792, -0.0006], [0.0770, -0.0409, 0.0004], [0.0167, -0.0655, -0.0922], [-0.0554, -0.0782, -0.1234], [0.0352, 0.0238, -0.0876], [-0.0737, 0.0746, -0.0093], [0.0096, -0.0410, -0.0054], [0.1193, -0.0801, 0.0157], [0.0327, 0.0416, 0.0450], [0.0066, -0.0157, 0.0026], [-0.0095, 0.0924, 0.1211], [0.0118, 0.0079, 0.0058], [-0.0099, 0.0225, -0.0288], [0.0126, -0.0034, 0.0079], [0.0109, 0.0035, 0.0156], [-0.0140, 0.0849, 0.0484], [0.0878, 0.0337, 0.0817], [0.0314, 0.0592, -0.0181], [-0.0258, 0.0061, 0.0906], [0.0868, 0.0838, 0.0679], [0.0101, 0.0020, 0.0221], [-0.0036, 0.0482, -0.0435], [0.0400, -0.0071, -0.0038], [0.0699, -0.0625, -0.0385], [-0.0028, 0.0092, 0.0043], [0.0048, -0.0019, 0.0116], [0.0545, -0.0354, 0.0191], [0.0062, -0.0227, 0.0057]], "homo_energy_ev": [-4.008, -3.989], "total_charge": -1, "orbital_gap_ev": [6.578, 6.556], "lumo_energy_ev": [2.5703, 2.5675]}

| no. | maximum force (eV Å⁻¹) |
| --- | --- |
| 1 | 0.67 |
| 2 | 2.34 |
| 3 | 1.92 |
| 4 | 0.78 |